No. 1
Density functional theory data (ωB97M-V/def2-TZVPD) for C21H33N3O3 in the gas phase.

The largest force on an atom is 0.55 eV Å⁻¹. The value obtained for the gap between HOMO and LUMO is 8.7 eV. As for the structure (SMILES): CCOC(=O)N1CCC(N(C(=O)Nc2ccc(CC)cc2)[C@@H](C)CC)CC1. The calculation puts the total energy at -32927.4759 eV. The calculation puts the energy above the lowest of the compared OMol25 structures with the same formula, charge and spin at 0.000 eV. The charge is 0.

The geometry in XYZ format:
```
60
C21H33N3O3, DFT ωB97M-V/def2-TZVPD
C -6.941 -3.185 -0.203
C -5.473 -3.271 -0.598
H -4.923 -3.875 0.131
H -5.357 -3.697 -1.597
O -4.872 -1.981 -0.679
C -4.467 -1.448 0.499
O -4.569 -2.014 1.563
N -3.974 -0.197 0.351
C -3.738 0.443 -0.922
H -4.237 -0.128 -1.702
C -2.239 0.546 -1.205
H -1.808 -0.451 -1.285
H -2.080 1.072 -2.146
C -1.551 1.290 -0.054
N -0.120 1.487 -0.272
C 0.695 0.381 -0.255
O 0.261 -0.746 -0.383
N 2.035 0.651 -0.062
C 3.099 -0.252 -0.124
C 2.999 -1.513 -0.702
C 4.107 -2.337 -0.754
C 5.336 -1.935 -0.248
C 5.429 -0.673 0.324
C 4.329 0.159 0.385
H 4.422 1.141 0.832
H 6.374 -0.336 0.726
C 6.520 -2.860 -0.272
C 6.547 -3.730 0.986
H 5.636 -4.321 1.055
H 7.399 -4.405 0.966
H 6.617 -3.107 1.875
H 6.467 -3.503 -1.152
H 7.443 -2.279 -0.328
H 4.013 -3.314 -1.205
H 2.052 -1.845 -1.094
H 2.279 1.537 0.353
C 0.372 2.845 -0.471
C -0.425 3.585 -1.550
H -0.542 2.949 -2.423
H 0.118 4.477 -1.851
H -1.408 3.889 -1.201
H 1.392 2.762 -0.860
C 0.406 3.617 0.860
C 1.221 4.902 0.781
H 1.284 5.366 1.763
H 2.232 4.699 0.435
H 0.762 5.614 0.101
H 0.835 2.966 1.627
H -0.613 3.852 1.170
C -1.831 0.547 1.258
H -1.411 -0.456 1.200
C -3.341 0.452 1.476
H -3.566 -0.134 2.368
H -3.770 1.455 1.587
H -1.368 1.073 2.095
H -1.993 2.286 0.028
H -4.178 1.449 -0.882
H -7.026 -2.769 0.797
H -7.483 -2.550 -0.900
H -7.379 -4.179 -0.211
```

=====

No. 2
Density functional theory data (ωB97M-V/def2-TZVPD) for a molecular structure, C38H53N8NaOPS2 at a distorted geometry.

The largest force on an atom is 1.86 eV Å⁻¹. The value obtained for the gap between HOMO and LUMO is 6.4 eV. The calculation puts the total energy at -89612.2346 eV. The charge is -1.

The geometry in XYZ format:
```
104
C38H53N8NaOPS2, DFT ωB97M-V/def2-TZVPD
Na -0.468 0.294 -0.570
O -2.803 2.729 1.265
C -3.859 2.336 0.418
C -4.679 3.572 0.050
C -3.846 4.565 -0.771
C -3.541 4.021 -2.134
C -4.404 4.225 -3.210
C -4.069 3.698 -4.444
C -2.901 2.966 -4.561
C -2.115 2.797 -3.429
N -2.428 3.312 -2.253
H -2.001 2.262 1.007
H -4.505 1.613 0.941
H -3.473 1.863 -0.488
H -4.994 4.058 0.973
H -5.567 3.274 -0.506
H -2.907 4.727 -0.240
H -4.381 5.513 -0.859
H -5.316 4.792 -3.085
H -4.704 3.869 -5.305
H -2.614 2.536 -5.508
H -1.191 2.230 -3.438
C -2.186 0.192 2.970
C -2.972 -0.686 2.099
N -2.818 -0.802 0.832
C -3.598 -1.769 0.280
C -4.415 -2.415 1.168
S -4.182 -1.801 2.758
C -3.490 -2.073 -1.129
C -3.814 -3.280 -1.692
S -3.573 -3.228 -3.395
C -3.056 -1.549 -3.222
N -3.055 -1.135 -2.012
C -2.724 -0.743 -4.415
H -1.149 0.214 2.581
H -2.211 -0.169 3.995
H -2.559 1.217 2.937
H -5.150 -3.173 0.987
H -4.147 -4.178 -1.212
H -2.438 -1.395 -5.236
H -1.919 -0.050 -4.179
H -3.598 -0.164 -4.716
N 0.404 0.414 1.263
P 1.491 -0.548 1.682
N 1.012 -2.031 2.506
C 0.739 -2.001 3.917
C 0.757 -3.430 4.485
C 0.174 -4.421 3.469
C -0.799 -3.709 2.538
C -0.047 -2.651 1.733
N 2.551 -1.286 0.561
C 2.234 -1.189 -0.834
C 3.500 -1.223 -1.684
C 4.273 -2.504 -1.390
C 4.581 -2.563 0.105
C 3.274 -2.486 0.898
N 2.672 0.013 2.853
C 2.074 1.050 3.674
C 2.402 2.445 3.150
C 3.902 2.717 3.296
C 4.682 1.401 3.204
C 3.965 0.402 2.301
H -0.234 -1.535 4.148
H 1.516 -1.400 4.389
H 0.177 -3.446 5.412
H 1.780 -3.722 4.728
H -0.323 -5.246 3.985
H 0.982 -4.835 2.864
H -1.593 -3.247 3.127
H -1.268 -4.421 1.854
H -0.754 -1.892 1.360
H 0.410 -3.119 0.851
H 1.706 -0.247 -0.987
H 1.576 -2.019 -1.163
H 4.120 -0.356 -1.443
H 3.228 -1.166 -2.739
H 5.196 -2.538 -1.977
H 3.662 -3.368 -1.671
H 5.221 -1.718 0.368
H 5.112 -3.488 0.355
H 3.461 -2.482 1.973
H 2.682 -3.387 0.659
H 2.407 0.952 4.720
H 0.990 0.905 3.638
H 1.819 3.200 3.680
H 2.103 2.463 2.100
H 4.105 3.192 4.260
H 4.231 3.405 2.515
H 4.793 0.957 4.196
H 5.685 1.583 2.811
H 4.585 -0.495 2.208
H 3.858 0.840 1.297
N 4.469 1.471 -6.416
C 3.660 1.373 -5.601
C 2.667 1.246 -4.622
C 1.827 0.129 -4.611
C 0.842 0.024 -3.651
C 0.581 0.996 -2.663
C 1.475 2.087 -2.710
C 2.491 2.221 -3.634
H 1.979 -0.649 -5.352
H 0.237 -0.879 -3.658
H 1.364 2.873 -1.969
H 3.159 3.077 -3.614
```

=====

No. 3
Density functional theory data (ωB97M-V/def2-TZVPD) for 13 unconnected molecules or ions with the total composition C34H47N13 at a distorted geometry.

Its expectation value of S² is 0.750. The largest force on an atom is 6.91 eV Å⁻¹. Its multiplicity is 2. The value obtained for the gap between HOMO and LUMO (alpha / beta) is 1.5 / 7.8 eV. The calculation puts the total energy at -55386.4687 eV. The charge is -1.

The geometry in XYZ format:
```
94
C34H47N13, DFT ωB97M-V/def2-TZVPD
C 1.505 20.707 -2.565
C 1.344 21.684 -3.617
N 1.278 22.422 -4.432
H 1.520 19.708 -3.003
H 0.660 20.754 -1.879
H 2.405 20.969 -2.010
C 4.149 28.134 0.842
C 2.948 28.064 0.072
N 1.974 27.895 -0.514
H 3.976 28.735 1.735
H 5.012 28.463 0.264
H 4.319 27.106 1.160
C -0.259 21.998 2.538
C -1.724 21.962 2.502
N -2.900 22.014 2.530
H 0.285 21.342 3.219
H -0.025 23.046 2.722
H 0.006 21.820 1.496
C -2.403 23.853 -4.370
C -2.113 23.241 -5.697
N -1.871 22.827 -6.719
H -3.436 24.199 -4.405
H -1.894 24.799 -4.185
H -2.147 23.157 -3.571
C -4.120 20.156 -0.310
C -3.034 20.663 -1.025
N -2.120 21.096 -1.573
H -4.916 20.900 -0.346
H -3.724 20.048 0.700
H -4.386 19.195 -0.750
C -6.340 24.894 -2.550
C -5.151 24.413 -1.896
N -4.212 24.003 -1.416
H -7.223 24.794 -1.918
H -6.417 24.390 -3.513
H -6.225 25.970 -2.681
C -3.158 25.790 5.089
C -2.048 25.505 4.290
N -1.148 25.298 3.599
H -3.358 24.941 5.742
H -4.069 25.817 4.491
H -3.034 26.640 5.760
C -0.819 27.206 -2.830
C -2.243 26.957 -2.917
N -3.348 26.711 -2.989
H -0.636 28.205 -3.225
H -0.502 26.485 -3.583
H -0.402 27.001 -1.844
C 0.318 28.359 3.185
C 1.420 28.255 4.155
N 2.292 28.280 4.939
H 0.659 28.065 2.193
H 0.037 29.412 3.203
H -0.602 27.804 3.367
N -1.211 23.955 -0.922
C -1.133 24.528 0.314
C 0.128 24.995 0.540
C 0.848 24.801 -0.693
C 0.033 24.084 -1.497
H -2.046 23.571 -1.340
H -1.974 24.605 0.988
H 0.546 25.407 1.447
H 1.878 25.053 -0.899
H 0.207 23.707 -2.494
N 6.036 23.031 -0.224
C 6.169 21.835 -0.866
C 4.990 21.646 -1.557
C 4.154 22.719 -1.309
C 4.747 23.522 -0.372
H 6.728 23.465 0.370
H 7.089 21.288 -0.721
H 4.739 20.777 -2.146
H 3.108 22.769 -1.573
H 4.418 24.392 0.176
N -3.820 29.842 2.169
C -3.262 28.669 2.664
C -2.721 27.988 1.592
C -3.054 28.608 0.414
C -3.718 29.764 0.821
H -4.344 30.532 2.688
H -3.262 28.410 3.713
H -2.100 27.105 1.633
H -2.829 28.367 -0.615
H -4.131 30.522 0.172
N 3.712 24.376 -5.131
C 4.430 24.551 -6.287
C 5.201 25.717 -6.105
C 4.799 26.292 -4.843
C 4.011 25.371 -4.227
H 3.086 23.600 -4.968
H 4.401 23.815 -7.076
H 5.900 26.088 -6.840
H 5.166 27.230 -4.454
H 3.570 25.323 -3.242
```

=====

No. 4
Density functional theory data (ωB97M-V/def2-TZVPD) for a molecular structure, C23H24N6NiO at a distorted geometry.

Its expectation value of S² is 2.011. The largest force on an atom is 3.52 eV Å⁻¹. Its multiplicity is 3. The value obtained for the gap between HOMO and LUMO (alpha / beta) is 7.9 / 6.6 eV. The calculation puts the total energy at -76269.0722 eV. The charge is 0.

The geometry in XYZ format:
```
55
C23H24N6NiO, DFT ωB97M-V/def2-TZVPD
Ni 9.017 10.369 5.776
C 6.792 10.853 8.004
N 6.900 11.014 6.510
C 5.854 10.243 5.794
C 6.903 12.415 6.081
C 5.767 13.170 6.120
C 5.768 14.524 5.746
C 6.912 15.063 5.140
C 8.042 14.273 5.051
C 8.136 12.951 5.624
N 9.293 12.199 5.723
C 10.589 12.673 5.689
C 11.008 14.038 5.745
C 12.272 14.416 5.223
C 13.112 13.474 4.693
C 12.811 12.096 4.825
C 11.643 11.630 5.403
N 11.296 10.264 5.733
C 11.758 9.865 7.071
C 11.824 9.232 4.783
H 5.897 11.437 8.419
H 7.643 11.390 8.488
H 6.881 9.793 8.217
H 4.838 10.578 6.038
H 5.975 9.185 6.022
H 6.019 10.415 4.706
H 4.844 12.664 6.468
H 4.957 15.204 5.992
H 6.902 16.130 4.829
H 8.910 14.641 4.570
H 10.285 14.834 5.973
H 12.591 15.438 5.216
H 14.101 13.682 4.299
H 13.542 11.311 4.447
H 12.848 9.903 7.099
H 11.487 8.849 7.371
H 11.371 10.536 7.820
H 12.899 9.097 5.087
H 11.719 9.587 3.718
H 11.254 8.322 5.013
N 6.549 4.824 7.391
C 7.061 5.581 6.649
C 7.636 6.435 5.687
C 7.358 6.233 4.358
C 7.713 7.276 3.473
C 8.422 8.374 3.949
N 8.687 8.572 5.234
C 8.476 7.497 6.212
H 6.901 5.313 4.080
H 7.458 7.193 2.405
H 8.656 9.212 3.296
H 8.115 7.885 7.189
O 10.888 4.958 6.320
C 10.378 6.024 6.483
N 9.856 7.123 6.613
```

=====

No. 5
Density functional theory data (ωB97M-V/def2-TZVPD) for 12 unconnected molecules or ions with the total composition C6H28O11 at a distorted geometry.

The largest force on an atom is 2.10 eV Å⁻¹. The value obtained for the gap between HOMO and LUMO is 9.7 eV. As for the structure (SMILES): c1ccccc1.O.O.O.O.O.O.O.O.O.O.O. The calculation puts the total energy at -29199.5571 eV. The calculation puts the energy above the lowest of the compared OMol25 structures with the same formula, charge and spin at 2.039 eV. The charge is 0.

The geometry in XYZ format:
```
45
C6H28O11, DFT ωB97M-V/def2-TZVPD
C -2.059 2.411 0.476
C -0.770 1.871 0.413
C -0.585 0.508 0.220
C -1.629 -0.413 0.134
C -2.909 0.091 0.432
C -3.077 1.474 0.412
H -2.214 3.436 0.788
H 0.072 2.562 0.405
H 0.435 0.161 -0.007
H -1.487 -1.432 -0.194
H -3.706 -0.571 0.668
H -4.117 1.806 0.359
H -1.711 -2.798 3.373
H -2.554 -2.105 2.373
O -2.296 -2.030 3.301
H 1.672 -2.338 0.122
H 1.331 -1.781 -1.247
O 2.031 -2.277 -0.779
H 1.223 -2.073 2.178
H 1.182 -3.552 1.764
O 0.756 -2.702 1.605
H 2.905 -1.102 0.193
H 2.661 -0.584 1.527
O 3.084 -0.281 0.697
H 2.492 -0.062 3.713
H 1.260 -0.226 2.939
O 2.175 -0.609 2.984
H 2.521 1.176 -0.005
H 2.898 2.534 -0.536
O 2.149 1.924 -0.537
H -0.767 0.437 2.408
H -0.995 -0.706 3.482
O -0.396 0.005 3.195
H 1.296 1.224 -3.205
H 2.541 1.052 -2.106
O 2.092 0.714 -2.905
H 0.943 -0.318 -2.527
H 0.351 -1.603 -3.212
O 0.188 -1.025 -2.455
H -0.764 1.496 -3.950
H 0.097 2.949 -4.179
O 0.026 2.068 -3.815
H -2.159 0.734 -2.249
H -1.274 -0.413 -2.579
O -2.083 0.080 -2.959
```

=====

No. 6
Density functional theory data (ωB97M-V/def2-TZVPD) for a molecular structure, C37H51FeN13O4.

Its expectation value of S² is 8.803. The largest force on an atom is 0.52 eV Å⁻¹. Its multiplicity is 6. The value obtained for the gap between HOMO and LUMO (alpha / beta) is 8.6 / 6.5 eV. The calculation puts the total energy at -101138.3843 eV. The calculation puts the energy above the lowest of the compared OMol25 structures with the same formula, charge and spin at 0.264 eV. The charge is +1.

The geometry in XYZ format:
```
106
C37H51FeN13O4, DFT ωB97M-V/def2-TZVPD
Fe 0.132 0.126 0.275
C 6.123 -0.036 -3.018
C 4.670 0.289 -2.825
C 4.235 1.610 -2.736
C 2.906 1.904 -2.517
C 1.957 0.893 -2.370
N 0.613 1.215 -2.096
C -0.048 1.837 -3.072
C 0.437 1.918 -4.414
C -0.274 2.525 -5.414
C -1.533 3.081 -5.166
C -2.345 3.693 -6.264
C -2.045 2.996 -3.871
C -1.343 2.405 -2.839
N -1.927 2.428 -1.558
C -2.759 3.406 -1.112
C -3.347 2.957 0.037
C -2.810 1.671 0.215
N -1.950 1.352 -0.730
C 2.385 -0.426 -2.461
C 3.727 -0.718 -2.688
N 1.458 -1.494 -2.353
C 1.536 -2.687 -2.983
C 0.448 -3.427 -2.591
C -0.244 -2.586 -1.710
N 0.364 -1.419 -1.567
H 6.609 0.700 -3.659
H 6.646 -0.033 -2.060
H 6.256 -1.019 -3.467
H 4.952 2.417 -2.826
H 2.580 2.933 -2.433
H 1.391 1.465 -4.641
H 0.134 2.555 -6.417
H -1.717 3.995 -7.100
H -3.077 2.975 -6.641
H -2.896 4.566 -5.912
H -3.035 3.384 -3.675
H -2.853 4.339 -1.639
H -4.037 3.486 0.669
H -2.995 0.967 1.008
H 4.045 -1.752 -2.724
H 2.332 -2.903 -3.673
H 0.183 -4.418 -2.913
H -1.161 -2.776 -1.182
C 0.581 5.678 0.958
C 0.053 4.367 1.426
C -0.678 4.012 2.538
C -0.837 2.616 2.457
N -0.254 2.150 1.365
N 0.270 3.224 0.747
C -1.513 1.718 3.434
H 0.297 6.462 1.655
H 0.185 5.939 -0.025
H 1.670 5.660 0.894
H -1.029 4.670 3.314
H 0.876 3.061 -0.043
H -2.380 2.205 3.878
H -0.829 1.447 4.241
H -1.858 0.802 2.950
O 2.010 1.151 0.359
N 2.480 1.265 1.572
O 3.561 1.796 1.718
O 1.803 0.819 2.505
C -4.969 -1.888 1.622
N -3.973 -1.714 0.583
C -4.353 -0.913 -0.562
C -2.647 -2.061 0.785
O -1.718 -1.263 0.587
N -2.441 -3.351 1.160
C -3.496 -4.356 1.121
C -1.100 -3.870 1.374
H -5.375 -0.913 1.908
H -4.517 -2.335 2.505
H -5.802 -2.519 1.299
H -5.062 -1.470 -1.182
H -3.471 -0.673 -1.149
H -4.829 0.023 -0.260
H -4.239 -4.099 0.372
H -3.991 -4.477 2.086
H -3.048 -5.311 0.854
H -0.373 -3.091 1.175
H -0.928 -4.700 0.685
H -0.984 -4.238 2.395
C 0.343 -2.718 5.118
C -0.148 -1.376 4.617
N -0.053 -1.388 3.170
C 1.067 -1.822 2.524
N 1.200 -1.511 1.259
C 2.459 -1.875 0.608
C 3.611 -1.981 1.588
C 3.225 -2.964 2.667
N 1.933 -2.587 3.232
C 1.771 -2.905 4.647
H -0.296 -3.507 4.716
H 0.306 -2.773 6.205
H 0.449 -0.566 5.053
H -1.191 -1.211 4.889
H -0.523 -0.644 2.681
H 2.691 -1.106 -0.123
H 2.344 -2.824 0.064
H 3.810 -1.005 2.037
H 4.518 -2.306 1.078
H 3.951 -2.960 3.482
H 3.179 -3.985 2.272
H 2.444 -2.267 5.232
H 2.094 -3.937 4.797
```